DFT (ωB97M-V/def2-TZVPD) results for the molecule C2H4N2S2 at a distorted geometry.

Geometry as XYZ:
```
10
Properties=species:S:1:pos:R:3:forces:R:3:nbo_charge:R:1
H 2.1962 -1.6737 0.4090 0.6 -0.5 -0.1 0.333
N 1.8237 -1.1075 -0.3451 -1.7 2.9 3.2 -0.669
C 1.1567 -0.1628 0.3404 1.4 -3.2 -1.0 0.252
N 0.4976 0.7545 -0.3771 4.2 1.9 -6.4 -0.841
S -0.8688 1.5398 -0.1211 -1.1 0.2 1.2 0.609
C -1.9845 0.2416 0.0819 -1.1 2.2 -0.8 -0.574
S -1.9618 -1.3036 -0.2007 0.4 -1.6 0.0 0.090
H 0.9916 -0.0044 1.4406 0.4 -0.8 -0.8 0.175
H 1.0632 0.9367 -1.4688 -2.6 -1.1 4.2 0.426
H -2.9139 0.7794 0.2410 -0.5 -0.1 0.5 0.199
```
Forces are in eV/Å.

Summary:
- Relative energy (zero: lowest compared OMol25 entry of this formula, charge and spin): 3.150 eV
- E_LUMO: -0.21 eV
- Electronic energy: -26786.8646 eV
- Total charge: 0
- HOMO-LUMO gap: 8.4 eV